Below is a gas-phase ion, C2H8N4O (charge +2) in a non-equilibrium geometry, with properties calculated with the ωB97M-V functional and the def2-TZVPD basis.

Results
HOMO level	-19.6218	eV
largest force on an atom	0.11756	Eh/bohr
ΔE to the lowest compared entry with this formula, charge and spin	62.9	kcal per mole
structure (SMILES)	[NH3+]N/[NH+]=C\N=C/O
Kohn-Sham gap	11.54	eV
E_LUMO	-0.2970	hartree
net charge	+2

Last column: Löwdin charge in e.
Element x y z (Å)
N: -2.12 0.71 0.30  0.222
N: -1.38 0.23 -0.81  0.068
N: -0.82 -1.28 -0.35  0.125
C: 0.48 -1.39 0.00  -0.079
N: 1.26 -0.40 0.28  0.182
C: 2.21 0.45 0.49  -0.156
O: 3.04 0.81 -0.40  0.183
H: -3.07 0.47 0.38  0.174
H: -2.09 1.75 0.14  0.223
H: -1.39 0.52 1.00  0.183
H: -1.71 0.10 -1.74  0.149
H: -1.23 -2.00 -0.87  0.129
H: 0.73 -2.45 0.27  0.194
H: 2.33 1.00 1.44  0.180
H: 3.76 1.48 -0.13  0.223